Formula: C44H58N11O5P
Source: OMol25
Level of theory: ωB97M-V with the def2-TZVPD basis set

The calculation puts the total energy at -3030.9298 a.u. The calculation puts the HOMO energy at -3.53 eV. Its total charge is -2. As for the spin multiplicity: 1. The HOMO-LUMO gap is 8.0 eV.

Geometry (Å):
O -40.833 43.542 -6.485
H -41.773 43.772 -6.345
H -40.895 42.758 -5.841
H -40.441 44.059 -5.751
P -40.873 42.467 -3.546
O -42.363 42.578 -3.253
O -40.302 43.891 -4.143
O -40.873 41.767 -4.829
O -40.124 41.888 -2.526
N -38.477 43.052 -0.757
C -37.724 42.486 0.211
C -37.322 43.491 1.142
C -38.181 44.673 0.812
C -38.750 44.419 -0.450
H -39.118 42.704 -1.293
H -37.581 41.563 0.274
H -36.683 43.655 2.108
H -38.207 45.600 1.239
H -39.372 44.966 -1.099
N -44.511 41.603 -2.576
C -44.813 41.632 -1.215
C -46.130 41.485 -1.052
C -46.707 41.386 -2.534
C -45.650 41.437 -3.354
H -43.507 42.072 -3.014
H -43.878 41.688 -0.584
H -46.675 41.339 -0.018
H -47.584 41.292 -2.808
H -45.431 41.387 -4.321
N -41.231 40.988 -0.312
C -41.778 39.759 -0.418
C -42.355 39.482 0.798
C -42.065 40.718 1.678
C -41.331 41.523 0.965
H -40.589 41.428 -0.989
H -41.500 39.275 -1.462
H -42.971 38.481 1.181
H -42.325 41.026 2.708
H -40.773 42.361 1.259
N -43.250 44.277 -1.684
C -44.440 44.881 -1.541
C -44.272 45.854 -0.632
C -42.862 46.022 -0.247
C -42.300 44.968 -0.882
H -42.868 43.562 -2.379
H -45.339 44.399 -2.188
H -45.187 46.658 -0.161
H -42.274 46.751 0.262
H -41.283 44.651 -1.040
N -41.327 39.272 -4.526
C -42.486 38.726 -3.875
C -42.334 37.318 -3.848
C -40.800 37.063 -4.444
C -40.383 38.254 -4.775
H -41.133 40.431 -4.573
H -43.378 39.316 -3.600
H -43.044 36.639 -3.434
H -40.509 36.186 -4.627
H -39.513 38.460 -5.259
N -40.469 46.602 -6.051
C -39.418 46.820 -6.878
C -39.986 46.860 -8.147
C -41.431 46.609 -8.021
C -41.764 46.569 -6.647
H -40.123 46.426 -4.983
H -38.385 46.916 -6.567
H -39.342 47.043 -8.977
H -42.289 46.547 -8.821
H -42.717 46.687 -6.023
N -40.537 46.220 -3.342
C -41.611 47.045 -3.282
C -41.179 48.287 -2.907
C -39.663 48.216 -2.779
C -39.369 46.880 -3.060
H -40.535 45.083 -3.819
H -42.624 46.844 -3.443
H -41.758 49.251 -2.733
H -39.014 49.036 -2.586
H -38.416 46.394 -3.188
N -39.136 40.764 -6.585
C -37.791 40.995 -6.440
C -37.263 40.379 -7.595
C -38.354 39.807 -8.301
C -39.543 40.005 -7.651
H -39.785 41.157 -5.997
H -37.257 41.503 -5.410
H -36.265 40.522 -7.904
H -38.411 39.286 -9.138
H -40.547 39.808 -7.654
N -43.486 43.133 -5.426
C -43.707 42.168 -6.408
C -44.197 42.849 -7.502
C -44.565 44.227 -6.972
C -44.015 44.265 -5.687
H -43.091 42.708 -4.540
H -43.265 41.104 -6.592
H -44.517 42.269 -8.357
H -44.890 45.001 -7.788
H -43.973 45.077 -5.122
N -37.930 44.342 -4.699
C -36.949 44.570 -3.738
C -35.739 44.767 -4.354
C -36.017 44.615 -5.835
C -37.358 44.409 -5.971
H -39.009 44.044 -4.277
H -37.254 44.485 -2.621
H -34.639 44.767 -4.019
H -35.210 44.757 -6.715
H -38.032 43.998 -6.756
N -38.159 40.146 -2.340
C -36.868 40.473 -2.676
C -36.095 39.387 -2.234
C -37.032 38.466 -1.517
C -38.256 38.998 -1.577
H -38.977 40.809 -2.435
H -36.643 41.277 -3.252
H -34.958 39.375 -2.532
H -36.686 37.566 -0.937
H -39.239 38.806 -1.311